(1)
{"formula": "C22H18ClNO2S", "method": "ωB97M-V/def2-TZVPD", "symbols": ["N", "C", "C", "C", "C", "C", "S", "C", "Cl", "O", "O", "C", "C", "H", "H", "H", "H", "H", "C", "C", "C", "C", "C", "C", "C", "C", "C", "C", "C", "C", "C", "C", "H", "H", "H", "H", "H", "H", "H", "H", "H", "H", "H", "H", "H"], "coordinates": [[-5.54, -0.14, 3.35], [-4.38, -0.14, 3.17], [-2.96, -0.15, 2.90], [-2.27, -1.36, 2.87], [-0.90, -1.39, 2.59], [-0.22, -0.18, 2.39], [1.56, -0.24, 2.01], [2.68, 0.13, 3.47], [2.30, -1.01, 4.77], [1.77, -1.61, 1.59], [1.86, 0.86, 1.11], [-0.92, 1.02, 2.35], [-2.28, 1.04, 2.64], [-2.80, -2.29, 3.06], [-0.38, -2.33, 2.52], [2.31, 1.12, 3.78], [-0.40, 1.94, 2.09], [-2.83, 1.98, 2.66], [7.04, 0.57, 8.05], [6.48, 0.56, 6.65], [5.73, 1.65, 6.18], [5.04, 1.56, 4.98], [5.10, 0.38, 4.22], [4.14, 0.22, 3.05], [4.55, -0.94, 2.16], [5.19, -0.68, 0.95], [5.75, -1.74, 0.22], [5.61, -3.06, 0.68], [4.90, -3.31, 1.86], [4.39, -2.25, 2.60], [6.04, -0.60, 4.58], [6.72, -0.51, 5.80], [7.12, -0.46, 8.43], [8.05, 1.01, 8.08], [6.40, 1.15, 8.72], [5.69, 2.57, 6.78], [4.43, 2.40, 4.62], [4.18, 1.15, 2.46], [5.23, 0.35, 0.59], [6.29, -1.52, -0.70], [6.05, -3.88, 0.13], [4.75, -4.33, 2.20], [3.88, -2.41, 3.56], [6.24, -1.46, 3.95], [7.42, -1.30, 6.09]], "smiles": "Cc1ccc([C@@H](c2ccccc2)[C@H](Cl)S(=O)(=O)c2ccc(C#N)cc2)cc1", "orbital_gap_ev": 8.4, "energy_ev": -52047.8426, "lumo_ev": -0.632, "multiplicity": 1}

---

(2)
{"formula": "C22H18F6N5O4PtS4", "method": "ωB97M-V/def2-TZVPD", "symbols": ["Pt", "C", "S", "C", "S", "N", "N", "C", "C", "C", "C", "C", "C", "N", "H", "H", "H", "H", "H", "H", "H", "H", "C", "C", "C", "C", "C", "C", "N", "C", "C", "C", "C", "C", "C", "H", "H", "H", "H", "H", "H", "H", "H", "H", "H", "F", "C", "F", "F", "S", "O", "O", "N", "S", "O", "O", "C", "F", "F", "F"], "coordinates": [[0.39, 0.93, -0.90], [-4.29, 2.65, -2.59], [-2.91, 3.83, -2.73], [-1.64, 2.93, -1.94], [-1.37, 1.26, -2.40], [-0.86, 3.57, -1.14], [0.12, 2.86, -0.61], [0.93, 3.43, 0.29], [1.94, 2.63, 0.82], [2.90, 3.08, 1.77], [3.89, 2.24, 2.18], [3.93, 0.93, 1.67], [2.97, 0.53, 0.78], [2.00, 1.34, 0.34], [-5.14, 3.13, -3.05], [-4.46, 2.46, -1.54], [-4.03, 1.73, -3.11], [0.79, 4.47, 0.56], [2.81, 4.08, 2.14], [4.63, 2.58, 2.89], [4.69, 0.23, 1.99], [2.97, -0.47, 0.38], [3.06, -2.12, -4.48], [2.00, -1.25, -4.62], [1.25, -0.87, -3.52], [1.54, -1.39, -2.25], [2.63, -2.26, -2.12], [3.38, -2.61, -3.22], [0.79, -1.02, -1.15], [0.49, -1.98, -0.22], [0.32, -1.65, 1.14], [-0.02, -2.61, 2.06], [-0.17, -3.94, 1.68], [-0.02, -4.28, 0.34], [0.30, -3.33, -0.59], [3.64, -2.43, -5.34], [1.74, -0.86, -5.59], [0.41, -0.21, -3.63], [2.89, -2.65, -1.14], [4.23, -3.27, -3.10], [0.44, -0.62, 1.45], [-0.17, -2.32, 3.09], [-0.44, -4.69, 2.41], [-0.17, -5.31, 0.03], [0.37, -3.59, -1.64], [-2.23, -1.15, -0.87], [-2.95, -0.82, 0.21], [-2.75, -1.79, 1.11], [-4.23, -0.88, -0.15], [-2.59, 0.87, 0.99], [-1.18, 0.92, 1.23], [-3.15, 1.80, 0.06], [-3.48, 0.60, 2.26], [-3.10, 1.38, 3.57], [-2.36, 2.59, 3.36], [-4.18, 1.42, 4.50], [-1.87, 0.21, 4.40], [-2.30, -1.06, 4.36], [-1.72, 0.52, 5.70], [-0.65, 0.22, 3.86]], "orbital_gap_ev": 4.9, "energy_ev": -101640.9489, "lumo_ev": 0.696, "multiplicity": 1, "total_charge": -1, "relative_energy_kcal_mol": 15.3}